Below is C9H10N2O in the gas phase in a non-equilibrium geometry, with properties calculated with ωB97M-V/def2-TZVPD.

Structure (XYZ):
```
22
Properties=species:S:1:pos:R:3:forces:R:3:mulliken_charge:R:1
N -2.224131 -1.924064 0.315115 2.2 2.0 1.9 -0.53
C -2.390677 -0.556484 -0.063070 -2.8 -0.9 -1.7 0.52
O -3.468368 -0.063154 -0.433832 1.2 -0.8 1.1 -0.66
N -1.266448 0.161817 -0.135475 2.4 1.4 0.3 0.08
C -1.341157 1.686435 -0.084056 -1.9 -1.0 -1.3 -0.66
C 0.133070 2.093327 0.091727 -0.8 2.2 0.5 -0.47
C 0.939363 0.838239 0.048853 -1.2 0.4 -1.3 0.50
C 2.278105 0.687292 -0.031781 1.6 0.2 1.6 -0.55
C 2.872056 -0.575978 -0.038170 3.0 1.1 0.1 -0.36
C 2.096926 -1.666720 -0.224858 -1.0 -1.0 -0.8 -0.46
C 0.709120 -1.533256 -0.244213 -1.1 0.0 -0.8 -0.39
C 0.121758 -0.248962 -0.162899 -1.0 -1.6 1.2 -0.07
H -1.572453 -1.831594 1.165939 -1.2 -1.0 -1.6 0.28
H -3.068004 -2.386043 0.589425 -0.6 0.1 -0.1 0.27
H -2.125393 1.962926 0.725458 1.7 -0.3 -1.2 0.34
H -1.773526 2.062396 -1.093505 0.6 -0.6 1.7 0.24
H 0.376950 2.844725 -0.724759 0.1 -0.9 1.1 0.27
H 0.174343 2.617081 1.082119 0.5 -0.3 -0.8 0.26
H 2.858481 1.575868 0.148058 0.5 0.1 -0.2 0.36
H 4.016612 -0.700513 0.092566 -2.1 0.4 -0.5 0.26
H 2.531643 -2.610681 -0.566370 -0.1 0.1 0.8 0.35
H 0.121732 -2.432650 -0.456280 0.0 0.6 0.2 0.43
```
Forces are in eV/Å.

lowest unoccupied orbital energy: 0.78 eV
charge: 0
SMILES: NC(=O)N1CCc2ccccc21
E_HOMO: -8.4 eV

***

Below is C9H10N2O2 in the gas phase in a non-equilibrium geometry, with properties calculated with ωB97M-V/def2-TZVPD.

Structure (XYZ):
```
23
Properties=species:S:1:pos:R:3:forces:R:3:mulliken_charge:R:1
C -1.492688 -2.131631 -0.551381 -0.4 -1.3 -2.3 0.60
C 1.057047 -1.223771 0.428090 2.3 -1.7 0.0 -0.42
C 1.055928 -0.111285 -0.210460 1.5 2.1 -2.4 0.97
C 0.044973 0.880594 -0.181161 -2.5 0.0 1.3 0.95
C -1.185103 0.423537 0.076138 -1.0 -2.7 1.5 -0.36
C 0.043877 -1.692150 1.379747 -0.3 -1.0 1.4 -0.68
C -1.354742 -1.683488 0.760204 1.9 4.4 0.5 -0.61
C 2.214185 0.287619 -1.193915 -2.3 -3.5 2.4 -1.93
C 0.464772 2.277669 -0.360371 -3.2 1.7 0.7 -1.82
N -1.644207 -2.495365 -1.640548 0.2 0.2 0.8 -0.51
N -2.431476 1.143967 0.305592 1.5 0.8 -0.3 0.94
O -2.560833 2.158383 -0.381979 -0.5 -0.7 0.5 -0.58
O -3.161968 0.751341 1.189273 -0.3 0.2 -0.4 -0.57
H 1.968910 -1.764138 0.054546 -1.1 -0.6 1.4 0.32
H 0.364954 -2.676581 1.664139 -0.3 -1.2 -0.2 0.37
H 0.110219 -1.281903 2.435787 -0.5 0.6 -1.4 0.33
H -2.186967 -1.835891 1.423129 -0.3 0.4 0.0 0.43
H 1.876526 1.167430 -1.537066 0.1 2.8 -1.9 0.39
H 2.190220 -0.507559 -1.899537 0.6 -0.3 -0.9 0.48
H 3.032698 0.306130 -0.552251 2.0 0.3 0.3 0.44
H 0.654045 2.450612 -1.379119 0.3 0.6 -1.3 0.47
H 1.284851 2.554823 0.226662 1.6 0.0 0.8 0.45
H -0.345221 3.001660 -0.055508 0.7 -0.9 -0.5 0.36
```
Forces are in eV/Å.

lowest unoccupied orbital energy: -0.91 eV
charge: 0
E_HOMO: -9.5 eV

***

Below is C9H10N2O2S in the gas phase in a non-equilibrium geometry, with properties calculated with ωB97M-V/def2-TZVPD.

Structure (XYZ):
```
24
Properties=species:S:1:pos:R:3:forces:R:3:mulliken_charge:R:1
C -0.104201 -3.565611 -1.948581 0.0 0.1 1.1 -0.02
C -0.740529 0.128629 -0.184273 -0.3 -2.1 -0.9 0.15
C 0.205795 1.114311 0.311915 0.0 0.7 -0.1 0.61
C -1.509248 0.303508 -1.549602 -0.5 0.6 1.6 -0.51
C -1.474249 -0.976990 -2.290550 2.5 0.4 -0.8 -0.90
C -0.319806 -1.399759 -2.818390 -0.5 -1.4 1.2 0.02
C -1.019198 -2.161314 0.686628 0.6 -1.3 -1.0 -0.11
C 1.142869 2.840672 3.143356 1.5 0.1 -0.5 -1.14
C 1.502182 1.655658 2.270617 1.1 -1.2 0.1 -0.28
N 0.016049 -2.743872 -2.863305 -0.8 1.0 -1.7 -0.56
N -0.634557 -1.053206 0.331694 -1.3 1.7 -0.3 0.03
O 0.733821 1.910681 -0.406767 0.7 0.8 -0.6 -0.60
O 0.346779 1.041408 1.620087 0.7 0.0 1.1 -0.30
S -0.336016 -3.639590 -0.137769 -0.4 0.5 0.2 -0.03
H -0.084349 -4.569077 -2.279224 0.3 -1.5 0.2 0.37
H -2.536304 0.546264 -1.317242 -0.4 0.2 0.2 0.32
H -1.092127 1.217836 -1.980289 0.2 -0.5 -0.4 0.37
H -2.086444 -1.811636 -2.167908 -1.8 -0.7 1.0 0.42
H 0.439014 -0.818602 -3.197272 1.6 1.8 -0.5 0.49
H 0.292037 2.562426 3.677608 -1.6 -0.1 0.9 0.35
H 1.938476 2.927911 3.864753 0.4 -0.1 0.5 0.38
H 1.077347 3.857921 2.749437 -0.4 -0.5 -0.7 0.30
H 1.909163 0.813770 2.923967 -0.8 1.1 -0.6 0.28
H 2.333495 1.818661 1.561108 -0.8 0.3 0.0 0.35
```
Forces are in eV/Å.

lowest unoccupied orbital energy: -0.34 eV
charge: 0
E_HOMO: -8.3 eV

***

Below is a molecular structure, C9H10N2O4STi in a non-equilibrium geometry, with properties calculated with ωB97M-V/def2-TZVPD.

Structure (XYZ):
```
27
Properties=species:S:1:pos:R:3:forces:R:3:lowdin_spin:R:1
Ti -0.683575 0.636550 -0.165824 0.1 0.5 0.6 1.28
O 0.927511 -1.708809 -1.277936 -1.8 2.5 1.2 0.16
C 0.306109 -0.825519 -0.874552 4.3 -6.2 -2.8 0.12
C -1.530117 2.103493 0.700698 -4.6 6.8 3.3 0.07
O -2.019066 2.991332 1.249955 1.6 -2.8 -1.7 0.11
C -1.766815 -0.576343 0.826277 -5.8 -6.4 5.0 0.06
O -2.406978 -1.310110 1.443767 2.3 2.6 -2.1 0.08
C 0.369481 1.848077 -1.191352 5.4 6.5 -5.7 0.05
O 1.022618 2.581819 -1.795096 -2.3 -2.6 2.2 0.08
C -3.861225 0.187715 -4.177539 -1.8 2.1 0.6 0.00
H -3.185781 0.344403 -5.011455 0.3 0.1 0.3 0.00
H -4.218166 -0.826590 -4.037075 0.2 0.0 0.3 0.00
C -4.529080 1.253471 -3.604528 0.8 -2.1 -1.7 0.00
H -5.418809 1.089288 -3.006681 0.3 0.0 0.3 0.00
H -4.386540 2.260357 -3.981086 0.3 0.0 0.3 0.00
S 0.554330 1.240628 1.833270 -2.3 2.0 -0.7 -0.03
C 1.645176 0.039757 1.862115 4.4 -3.7 1.2 0.01
N 1.498319 -1.126616 2.613141 0.0 2.9 -2.1 0.01
C 2.743018 -1.857775 2.601337 0.8 -1.3 0.5 0.00
C 3.709379 -0.998585 1.742969 1.4 -0.8 0.0 0.00
N 2.935723 0.149305 1.338942 -3.5 -0.2 1.0 0.00
H 0.651431 -1.404499 3.129177 0.8 0.5 -0.4 0.00
H 2.589030 -2.863708 2.155023 0.2 0.6 0.4 0.00
H 3.124614 -1.952453 3.641125 -0.2 -0.1 -0.7 0.00
H 4.059862 -1.554963 0.847851 0.0 0.3 0.6 0.00
H 4.577777 -0.662790 2.351005 -0.5 -0.3 -0.5 0.00
H 3.291775 0.942565 0.786471 -0.5 -0.6 0.6 0.00
```
Forces are in eV/Å.

lowest unoccupied orbital energy (alpha / beta): -10.18 / -10.82 eV
spin multiplicity: 3
charge: +2
⟨S²⟩: 2.02
E_HOMO (alpha / beta): -14.8 / -14.8 eV

***

Below is a gas-phase ion, C9H10N3 (charge +1) in a non-equilibrium geometry, with properties calculated with ωB97M-V/def2-TZVPD.

Structure (XYZ):
```
22
Properties=species:S:1:pos:R:3:forces:R:3:mulliken_charge:R:1
C 3.636573 0.002689 0.367747 -0.1 0.0 0.0 -0.41
C 2.792014 -1.069949 0.643849 0.1 -0.1 0.0 -0.70
C 3.142856 1.147323 -0.250178 0.1 -0.1 0.0 -0.60
C 1.460978 -1.010966 0.306311 -0.2 0.3 -0.2 -0.38
C 1.812552 1.230057 -0.581557 -0.3 -0.3 0.1 -0.46
C 0.934304 0.156456 -0.296733 0.7 -0.3 0.1 1.30
C -3.090311 1.065896 0.509396 -0.9 -1.3 -0.2 -0.03
C -2.686757 -0.285952 0.018729 0.5 0.4 -0.5 0.60
C -0.427238 0.365192 -0.558633 -0.5 1.4 0.2 -0.61
N -2.344998 2.034595 0.634254 0.9 0.6 -0.1 -0.47
N -1.420403 -0.531681 -0.348010 -0.2 -0.9 0.3 -0.13
N -3.622790 -1.205178 -0.187806 -0.2 -0.2 0.0 -0.38
H 4.679056 -0.051829 0.638418 0.1 0.0 0.0 0.40
H 3.183065 -1.948298 1.134497 0.0 -0.1 0.0 0.39
H 3.799320 1.977052 -0.455722 0.1 0.1 0.0 0.40
H 0.822258 -1.853170 0.532116 -0.1 -0.1 0.1 0.21
H 1.413898 2.123965 -1.035519 0.0 0.1 -0.1 0.36
H -4.162977 1.124208 0.731992 0.0 0.2 0.1 0.35
H -0.755237 1.359387 -0.838050 0.0 -0.2 -0.1 0.42
H -1.155082 -1.513826 -0.408893 -0.1 0.1 0.0 0.29
H -4.554506 -1.076788 0.177484 0.1 0.0 0.0 0.22
H -3.456567 -2.039186 -0.733688 0.0 0.1 0.1 0.23
```
Forces are in eV/Å.

lowest unoccupied orbital energy (alpha / beta): -4.91 / -5.21 eV
charge: +1
E_HOMO (alpha / beta): -11.1 / -13.1 eV

***

Below is a molecular structure, C9H10N3OSSe2Te2Ti, with properties calculated with ωB97M-V/def2-TZVPD.

Structure (XYZ):
```
29
Properties=species:S:1:pos:R:3:forces:R:3:lowdin_spin:R:1
Ti 0.202827 -0.472926 0.318925 -0.1 0.2 0.4 0.99
C -2.809996 2.760632 1.099128 0.0 -0.1 0.0 0.00
C -1.472133 2.316007 0.591360 -0.1 -0.1 0.0 0.00
O -0.949385 1.284209 1.023349 0.2 -0.2 -0.1 0.02
N -0.879207 3.060393 -0.352223 -0.1 0.0 0.0 0.00
C 0.413128 2.704151 -0.911163 0.1 0.0 -0.1 0.00
C 0.296132 1.695236 -2.025567 -0.1 -0.2 0.0 0.00
C 0.339855 2.083878 -3.349861 0.0 0.0 0.0 0.00
C 0.173670 1.132246 -4.347342 0.0 0.0 -0.1 0.00
C -0.045991 -0.184416 -3.994326 -0.1 0.0 0.1 0.00
C -0.072844 -0.506706 -2.647455 0.1 0.0 -0.1 0.01
N 0.113294 0.405915 -1.686390 0.0 -0.1 0.0 0.01
H -2.852766 2.568844 2.168294 0.0 0.0 0.0 0.00
H -3.562276 2.135740 0.612489 0.0 0.0 0.0 0.00
H -3.018946 3.808695 0.894520 0.0 0.0 0.0 0.00
H -1.373112 3.859074 -0.711355 0.0 0.0 0.0 0.00
H 1.042626 2.312543 -0.110084 0.0 0.0 0.0 0.00
H 0.883160 3.610014 -1.290403 0.0 0.0 0.0 0.00
H 0.507434 3.123782 -3.594412 0.0 0.0 0.0 0.00
H 0.215944 1.423854 -5.388368 0.0 0.0 0.0 0.00
H -0.189039 -0.962930 -4.728540 0.0 0.0 0.0 0.00
H -0.216097 -1.527152 -2.311319 0.0 0.0 0.0 0.00
Se 1.149373 -2.813817 -0.107604 -0.1 0.1 -0.1 -0.01
Te 3.233030 -2.048969 -1.229857 0.2 0.2 0.1 0.02
Te 3.418392 0.457702 0.015832 -0.3 -0.2 -0.2 -0.01
Se 2.002954 0.078155 2.029635 -0.1 -0.1 0.1 -0.03
S -3.966288 -0.485579 -1.147575 0.1 -0.1 0.1 0.00
C -2.667647 -0.951527 -0.320321 -0.1 0.1 -0.1 0.00
N -1.691902 -1.252561 0.272682 0.3 0.1 0.0 0.00
```
Forces are in eV/Å.

lowest unoccupied orbital energy (alpha / beta): -0.74 / -0.63 eV
spin multiplicity: 2
charge: 0
⟨S²⟩: 0.76
E_HOMO (alpha / beta): -6.9 / -6.9 eV

***

Table of DFT total energy (hartree), in record order: -533.7051 -608.6597 -1006.9615 -2006.3192 -512.8832 -7175.1960
Table of ΔE to the lowest compared entry with this formula, charge and spin (kJ/mol), in record order: 103.15 795.58 541.06 294.42 109.74 0.00